55
Properties=species:S:1:pos:R:3:forces:R:3 method="wB97M-V/def2-TZVPD" orbital_gap_ev="8.35 / 6.85" s2=0.7606 spin_multiplicity=2 e_above_lowest_ev=0.275 charge=+1 e_tot_ha=-1887.306360
C 2.123741 0.607194 -2.962760 0.136 0.135 0.143
H 1.148473 -0.191804 3.576449 0.033 -0.004 -0.025
C 1.324629 -1.654884 0.141304 -0.038 0.006 -0.068
C 2.425076 -4.208385 0.640939 0.000 0.015 -0.009
C 1.539283 -3.611099 1.511927 -0.018 -0.017 0.011
H -2.859732 3.349937 -1.954138 -0.001 -0.012 0.002
O 2.755106 0.676085 1.719125 -0.235 0.289 -0.220
N -1.965181 3.375515 -1.497126 0.012 0.021 -0.006
N 3.073075 1.568088 0.951856 0.269 -0.296 0.193
C -4.765462 0.353650 1.421332 0.013 0.012 -0.004
C 0.090459 0.017516 3.433359 0.154 0.017 -0.061
C 0.989679 -2.361657 1.290263 -0.023 -0.023 -0.049
C -2.530515 -0.526197 1.424456 0.004 -0.052 0.107
H 0.189552 3.247906 1.445892 -0.009 -0.007 -0.002
C 2.444840 -1.494255 -2.014448 -0.027 -0.048 0.053
F 1.201151 -4.262638 2.629433 0.001 -0.005 -0.005
H -4.938540 2.454912 1.809123 0.000 -0.002 0.000
H -0.255001 0.692978 4.217366 0.002 -0.009 0.008
C -3.894092 -0.722362 1.290106 0.006 -0.001 -0.006
C 2.771401 0.244908 -4.120835 0.040 -0.019 -0.003
C 2.180332 -2.267101 -0.802661 0.002 0.096 -0.067
N 1.950089 -0.246270 -1.947451 -0.442 0.082 -0.242
C -1.305305 2.258831 -1.203517 -0.116 -0.048 0.146
C -2.015871 0.740644 1.712197 0.028 0.041 0.140
H -4.278238 -1.711385 1.077597 -0.001 0.004 -0.001
H 1.111386 2.616258 2.823251 0.071 0.004 -0.014
O 2.412775 1.608314 -0.134872 -0.403 -0.032 0.279
H -0.264541 0.173168 -2.647502 0.038 -0.116 -0.002
H 3.730908 -1.389594 -5.135215 0.008 -0.001 0.004
C 3.086023 -1.932142 -3.171566 0.096 0.030 0.031
P -0.201176 0.878850 1.856238 -0.658 -0.338 -0.485
H -2.493744 0.970724 -2.443407 -0.025 0.003 0.018
C -4.264550 1.615464 1.699282 -0.001 -0.009 -0.008
C -2.895507 1.807743 1.853073 0.042 0.042 -0.067
H -1.858919 -1.368668 1.291478 0.007 0.003 0.000
H 0.309394 -1.983092 2.030168 0.009 0.065 0.063
H -2.576958 0.645501 -0.715391 0.023 0.029 -0.019
H -1.044521 -1.087091 -1.697171 -0.092 0.031 0.047
H 2.862104 -5.175436 0.841961 0.000 -0.001 -0.001
C -0.736488 -0.039420 -1.689977 -0.325 -0.381 0.279
C -1.901531 0.921634 -1.525355 0.077 0.077 -0.186
H 2.900209 0.964882 -4.915400 -0.004 -0.002 -0.001
H -2.528756 2.802615 2.069052 0.012 0.003 0.010
F 3.579894 -4.080214 -1.371389 0.001 -0.023 0.013
H -0.490796 -0.897814 3.506585 -0.004 -0.019 -0.021
H 3.454889 -2.942457 -3.230510 0.003 0.020 -0.012
C 3.240543 -1.058556 -4.229768 -0.004 0.020 0.014
C 2.724137 -3.510570 -0.510679 -0.078 -0.026 -0.031
H -0.616323 2.932767 3.010779 0.035 0.013 0.043
C 0.150262 2.597048 2.313448 0.102 -0.072 -0.073
H 1.749254 1.611096 -2.806169 -0.069 -0.025 -0.018
Ir 0.748481 0.214016 -0.263912 1.064 0.618 0.496
H -1.557081 4.268990 -1.272652 0.002 0.001 0.008
O -0.197000 2.301164 -0.635936 0.282 -0.090 -0.403
H -5.831318 0.204693 1.311766 0.001 -0.001 0.000